Computed, not measured: a molecular structure, C35H57Br36I2O9PS at a distorted geometry, with ωB97M-V/def2-TZVPD.

```
141
Properties=species:S:1:pos:R:3:mulliken_charge:R:1
Br -5.512 -3.198 -1.869 -0.005
C -5.850 0.132 0.574 0.405
Br 8.023 3.262 -2.050 -0.035
Br -0.139 -0.354 -4.889 0.016
C 7.137 -3.350 -3.593 -0.382
O 0.229 0.715 -0.499 -0.339
Br -0.504 0.581 9.363 -0.057
Br 2.550 2.243 -6.438 0.040
C 5.164 -0.759 1.163 -0.827
H -2.235 -1.624 1.565 0.508
H -1.778 -1.537 -0.128 0.070
H 2.779 0.712 3.988 0.268
H 2.028 -2.398 2.445 0.298
H 5.041 1.288 0.193 0.218
H -5.319 2.313 0.426 0.286
H 2.537 5.315 -3.627 0.253
O -1.232 2.863 0.054 -0.749
H 2.553 2.372 2.844 0.796
Br 10.472 0.849 0.070 -0.030
C 1.625 -3.058 1.652 0.083
H -4.299 -1.202 1.294 0.240
H 6.538 -0.809 -1.431 -0.215
H 6.029 -1.453 1.128 0.529
H 10.512 4.708 -7.681 0.358
I 0.578 -2.836 -1.274 -0.083
H 1.311 -0.752 7.357 0.037
H 3.079 2.088 -8.855 0.371
C 1.471 -1.420 6.479 -0.358
Br 4.972 4.210 -1.845 -0.053
S -1.234 1.432 -0.359 1.090
H -1.453 1.863 3.967 -0.258
Br -1.176 -3.373 -4.907 -0.055
Br 6.260 3.566 -4.707 0.186
P -3.093 1.197 2.206 0.080
Br 0.409 3.338 8.007 -0.036
H -4.101 0.012 3.768 0.305
Br 5.474 -3.142 -4.561 -0.016
H -4.742 -1.436 -0.417 -1.619
H -0.709 -0.066 3.170 -1.219
C -6.726 -4.179 -0.724 -0.233
Br 1.723 6.596 -1.664 -0.049
O 0.219 -1.548 5.811 -0.169
H 5.299 -0.096 2.057 0.075
C -14.601 -3.108 -2.104 -0.324
H -6.636 1.004 2.101 0.366
H -2.576 3.178 3.553 0.460
C -2.341 0.373 0.693 1.005
C -0.958 1.971 8.094 -0.469
H 9.603 3.053 0.816 0.293
C -0.135 -0.988 2.893 0.072
Br -12.141 3.436 -0.088 -0.010
C -1.688 -1.511 -4.826 -0.605
H -1.148 2.846 2.500 0.147
H -1.627 -1.798 4.255 0.243
H -11.650 3.209 -2.509 0.333
Br -12.860 -5.278 1.317 0.032
H 0.979 2.295 1.096 0.801
H 2.236 -0.950 5.816 0.088
Br -10.176 -3.547 1.759 -0.015
C 9.852 2.151 1.365 -0.263
H 6.863 1.024 -1.251 -0.519
C 0.378 -2.495 0.861 -1.703
Br 8.525 3.236 -7.895 -0.033
C -11.024 3.096 -1.632 -0.330
Br -6.079 -5.967 -0.363 -0.027
H -5.469 1.462 -1.179 0.229
Br 8.720 6.422 -7.613 -0.020
Br -10.018 -6.735 1.535 -0.014
H 5.225 -0.063 -3.096 0.303
C 3.665 1.861 -7.972 -0.413
H 4.188 -1.272 1.324 -0.470
H -15.224 -2.983 -2.982 0.336
H 6.900 5.255 -3.014 0.457
H 4.158 -1.360 -1.390 -0.042
C -5.863 1.520 -0.135 -1.345
H 2.745 -4.372 0.195 0.516
Br -2.799 -1.147 -3.287 0.038
H -1.109 -3.060 3.117 0.668
C 2.887 -3.427 0.757 -1.634
Br 5.230 2.999 -8.019 -0.044
C 2.574 0.166 -0.869 -0.876
H -0.488 -3.149 1.123 1.280
Br -8.530 -4.207 -1.425 -0.006
C -1.951 2.370 3.095 -0.401
C 6.558 0.075 -0.762 -0.172
Br 0.325 6.032 -4.493 -0.059
H 4.571 1.540 -2.432 -0.134
Br 6.833 -3.548 -1.692 0.008
H -2.285 -1.304 -5.706 0.482
C 4.074 -0.267 -1.162 0.809
O 2.094 -0.355 0.369 1.343
Br 11.245 2.622 2.624 -0.051
Br 8.373 -1.910 -3.972 -0.023
C 5.110 0.216 -0.096 1.136
H 1.313 -2.686 4.421 0.494
H 7.286 -0.140 0.059 0.400
I 1.037 -5.018 2.485 0.040
H 7.597 -4.267 -3.940 0.384
C 1.075 1.340 1.682 0.416
Br -9.596 4.394 -1.784 -0.028
C -0.741 -2.185 3.686 -0.974
H -6.933 1.839 -0.208 0.518
Br -15.717 -2.754 -0.562 -0.015
O -3.450 0.139 -0.200 -0.172
Br 8.241 1.576 2.269 0.024
Br -13.159 -1.827 -2.254 0.021
Br 4.140 -0.013 -8.071 -0.020
C -1.620 -1.013 0.854 -2.758
O 2.926 0.371 3.103 -0.540
Br -13.968 -4.937 -2.122 -0.024
H -6.678 -0.473 0.119 0.267
O -3.240 -0.086 3.342 -0.502
H 1.805 -2.412 6.865 0.309
C 0.783 0.141 0.699 -0.003
C 6.584 4.222 -2.918 -0.538
H 3.491 0.278 -3.190 0.505
C 2.559 1.433 2.221 -1.052
C 1.561 5.374 -3.157 -0.308
C 4.398 0.449 -2.549 -1.120
H 0.904 -0.811 3.257 0.584
C -4.488 -0.652 0.349 1.222
Br 1.101 3.588 -2.573 0.270
C 0.280 -2.583 4.827 -1.321
H -11.212 -5.301 3.168 0.343
H -0.048 -3.565 5.258 0.300
H 3.277 1.638 1.403 -0.316
Br -1.355 1.243 6.345 0.201
C -11.088 -5.221 2.095 -0.343
H -6.759 -3.656 0.226 0.232
C 9.546 4.724 -7.190 -0.346
H 2.040 -0.234 -1.769 -0.019
O -1.751 1.441 -1.762 -0.732
H 2.610 1.289 -0.888 0.043
H 3.240 -2.572 0.150 0.183
H 0.426 1.459 2.567 -0.602
O -6.128 0.193 1.987 -0.534
C -0.104 -1.032 1.321 3.391
H -1.862 2.447 8.454 0.411
Br -10.354 1.278 -1.644 0.025
H 3.703 -3.639 1.500 0.515
Br 9.877 4.539 -5.291 -0.002
```

**Lowest unoccupied orbital energy**: -0.188 eV
**Net charge**: 0
**HOMO level**: -8.739 eV

Computed, not measured: a molecular structure, C13H13Cl2N4O3PtS at a distorted geometry, with ωB97M-V/def2-TZVPD.

```
37
Properties=species:S:1:pos:R:3:mulliken_charge:R:1
Cl 3.574 -1.906 2.347 -0.029
C -5.135 -1.274 0.673 -0.245
H 2.846 5.101 -0.260 0.354
H 2.322 3.674 -2.308 0.298
O -6.990 -1.670 -2.674 -0.355
C 3.605 4.892 -1.011 -1.093
H 1.718 -1.943 -0.720 0.491
H 4.579 4.828 -0.531 0.364
H 0.739 1.166 1.828 0.489
N -3.091 -1.975 -1.104 -0.381
C -4.340 -2.240 -1.253 0.468
C -2.825 -1.274 0.022 0.744
O -7.060 -3.791 -1.314 -0.361
H -1.682 0.750 1.557 0.404
O -4.901 -2.954 -2.270 -0.268
C -3.822 -0.915 0.934 -0.811
C 3.219 2.437 -0.930 0.494
C -0.977 0.109 1.046 -0.719
H 5.378 -1.083 3.682 0.375
H 3.627 5.720 -1.715 0.328
C 0.372 0.364 1.201 -0.359
C 5.280 -1.379 2.643 -0.200
S -6.439 -2.671 -1.870 1.065
N 1.293 -0.390 0.578 -0.255
N 3.166 1.518 -0.249 -0.533
H 5.953 -2.174 2.336 0.376
H -0.686 -2.503 -1.090 0.538
Pt 3.236 -0.067 0.926 0.817
C 3.283 3.608 -1.792 -0.222
C 0.921 -1.397 -0.233 -0.388
N -5.364 -1.942 -0.461 -0.151
C -0.413 -1.693 -0.430 -0.538
H -5.967 -1.049 1.328 0.514
H 4.044 3.395 -2.548 0.303
H -3.601 -0.388 1.849 0.421
C -1.384 -0.941 0.227 1.090
Cl 5.521 0.057 1.589 -0.025
```

**Lowest unoccupied orbital energy**: -10.436 eV
**Net charge**: +3
**Energy relative to the best compared isomer or geometry (same formula, charge and spin)**: 0.00 kcal per mole
**HOMO level**: -19.582 eV

Computed, not measured: a molecular structure, C33H51ClINO3P2PdS2, with ωB97M-V/def2-TZVPD.

```
95
Properties=species:S:1:pos:R:3:mulliken_charge:R:1
H 2.143 4.941 2.266 0.188
H -3.159 -4.157 -4.387 0.318
H 2.309 0.435 -1.240 0.802
P 0.989 0.899 0.629 -0.172
H -6.068 3.745 1.747 0.424
H 2.992 -1.749 3.756 0.339
H 2.891 3.955 0.042 -0.233
H 4.512 3.696 -2.501 0.306
H 3.011 -4.013 2.607 0.507
Pd -1.065 0.638 -0.219 -0.337
C -4.602 0.614 -2.891 -1.362
H 2.069 3.348 -3.572 0.482
N -2.932 0.827 -1.215 0.161
H 0.781 -3.416 3.078 0.490
H 0.231 -4.857 -3.400 0.226
C 1.177 -3.817 -1.766 1.095
P -1.112 -2.539 -1.088 0.522
C 0.366 2.831 4.271 -0.409
S -2.141 -2.388 0.542 -0.398
H 1.315 -5.917 -1.338 0.371
H 3.733 1.714 0.761 0.435
H 0.843 3.851 0.620 0.082
C -3.248 2.103 0.758 -0.209
H 3.213 4.808 -2.133 0.377
H 0.698 -3.456 1.331 -0.401
Cl -7.551 3.014 -0.537 -0.277
H 4.451 -2.028 2.831 0.565
H 2.255 2.250 2.090 1.117
H 4.618 3.791 -0.146 0.576
H -6.486 1.545 -2.517 0.419
H 0.703 1.770 -2.291 0.268
H 2.402 3.503 4.109 0.293
O -2.014 1.846 1.103 -0.242
C 1.397 3.928 4.029 -0.817
C 0.563 1.661 3.291 -0.772
H -0.474 3.494 1.708 -0.081
H -0.287 -1.387 1.801 -0.371
C -5.095 1.865 -0.900 0.015
S -0.115 -0.862 -1.757 -0.598
H 2.852 -5.157 -1.783 0.400
C 3.662 3.433 -0.531 -0.449
H 2.164 -4.894 -0.172 0.304
H 1.763 -2.906 -1.615 -0.087
C 1.924 -5.018 -1.227 -1.561
H 1.772 -4.081 -3.806 0.496
C -3.818 -3.779 -3.604 -1.396
C -3.129 -3.847 -2.257 0.564
H 0.419 2.462 5.297 0.521
C 1.171 2.146 1.961 0.686
H 3.071 1.976 -3.157 0.316
H 0.762 -1.060 3.163 0.514
H 1.789 -1.246 0.323 -0.538
O -0.011 -3.699 -0.947 -0.260
C 1.703 -0.677 1.257 1.600
C -3.781 1.590 -0.470 0.310
C 0.741 -1.469 2.152 -0.690
C 2.145 1.389 -0.727 0.645
H -4.092 -2.753 -3.846 0.245
H -0.398 1.176 3.103 0.163
H 1.331 4.697 4.801 0.490
H 3.196 0.268 2.550 0.047
C -3.316 0.369 -2.381 -0.132
C -5.431 3.140 1.116 -0.646
H -4.873 0.224 -3.862 0.441
H -2.047 -5.671 -2.642 0.217
O -1.976 -2.968 -2.366 -0.084
C 0.613 3.537 1.638 -0.462
C 3.098 -0.612 1.909 -0.545
C 1.168 -2.943 2.172 -0.106
C 0.846 -3.969 -3.240 -1.316
H -0.633 3.249 4.142 -0.241
C 2.698 -3.093 2.109 -0.577
H 0.311 -3.103 -3.628 0.257
C 1.191 4.551 2.638 -0.895
H -3.774 -3.434 -1.478 0.358
C 1.483 2.318 -1.763 -0.325
H -4.724 -4.386 -3.589 0.414
C 2.540 2.835 -2.733 -1.054
H 3.030 -3.182 1.069 0.155
C 3.529 1.933 -0.286 -1.163
C -2.712 -5.254 -1.883 -1.263
H 4.306 1.410 -0.852 0.512
H -2.207 -5.276 -0.918 0.262
C -5.916 2.654 -0.062 0.417
H 0.510 5.402 2.708 0.527
H 0.986 3.164 -1.281 0.198
H -2.594 -0.221 -2.930 0.725
H -3.601 -5.883 -1.819 0.503
I -3.437 3.665 3.318 0.101
H 1.223 0.917 3.742 0.180
C 3.373 -1.879 2.739 -1.147
H 3.858 -0.521 1.130 0.375
C 3.533 3.770 -2.022 -0.888
C -5.488 1.345 -2.153 -0.735
C -4.111 2.873 1.519 -0.085
```

**Lowest unoccupied orbital energy**: -0.107 eV
**Net charge**: 0
**Energy relative to the best compared isomer or geometry (same formula, charge and spin)**: 0.00 kcal per mole
**HOMO level**: -7.583 eV

| no. | energy (a.u.) |
| --- | --- |
| 1 | -96044.10335 |
| 2 | -2384.73387 |
| 3 | -3933.60420 |